1.
{
  "formula": "C9H19ClNS",
  "method": "wB97M-V/def2-TZVPD",
  "species": ["C", "C", "C", "C", "C", "C", "C", "C", "C", "N", "S", "Cl", "H", "H", "H", "H", "H", "H", "H", "H", "H", "H", "H", "H", "H", "H", "H", "H", "H", "H", "H"],
  "xyz": [[-0.63, -0.70, -0.49], [-2.48, -0.10, 0.47], [-0.63, -2.16, -0.50], [2.22, 1.49, 0.28], [2.62, -0.85, -0.38], [1.20, 0.66, -1.89], [0.69, -0.87, 1.76], [-4.44, 1.94, 0.31], [1.65, 0.31, -0.41], [0.35, -0.07, 0.53], [-2.66, 1.52, 0.55], [-3.67, -1.25, 0.35], [-1.20, -2.43, -1.31], [-1.12, -2.71, 0.41], [0.47, -2.63, -0.60], [3.08, 1.88, -0.28], [1.51, 2.35, 0.43], [2.68, 1.37, 1.28], [3.16, -1.17, 0.49], [3.46, -0.57, -1.02], [2.19, -1.66, -0.90], [1.12, -0.31, -2.26], [0.47, 1.38, -1.91], [2.02, 1.03, -2.56], [-0.10, -0.96, 2.44], [0.88, -1.91, 1.56], [1.52, -0.24, 2.20], [-4.44, 2.50, -0.60], [-4.84, 2.35, 1.25], [-5.01, 0.93, 0.09], [-0.07, 0.86, 0.70]],
  "gap_ev": [7.07, 7.07],
  "energy_ev": -34476.156,
  "total_charge": 1,
  "homo_energy_ev": [-11.36, -11.36]
}



2.
{
  "formula": "C16H10AuCl3N2O5",
  "method": "wB97M-V/def2-TZVPD",
  "species": ["Au", "O", "C", "C", "C", "C", "C", "C", "C", "O", "N", "N", "C", "C", "C", "C", "C", "C", "C", "O", "H", "H", "H", "H", "H", "H", "H", "H", "H", "H", "Cl", "C", "Cl", "Cl", "C", "O", "O"],
  "xyz": [[0.48, 0.95, -0.94], [-3.34, -1.87, 1.97], [-3.94, -1.56, 0.81], [-5.26, -1.96, 0.61], [-5.93, -1.64, -0.55], [-5.31, -0.90, -1.55], [-4.00, -0.53, -1.39], [-3.29, -0.85, -0.22], [-1.89, -0.43, -0.19], [-1.37, -0.09, -1.29], [-1.21, -0.49, 0.95], [-0.04, 0.12, 0.93], [0.83, -0.05, 1.89], [2.13, 0.49, 1.95], [2.93, 0.13, 3.06], [4.26, 0.46, 3.14], [4.88, 1.15, 2.08], [4.14, 1.59, 1.03], [2.73, 1.35, 0.95], [2.10, 1.93, 0.01], [-2.44, -1.48, 1.98], [-5.75, -2.51, 1.40], [-6.95, -1.96, -0.68], [-5.84, -0.62, -2.45], [-3.48, 0.03, -2.14], [0.54, -0.71, 2.71], [2.46, -0.44, 3.85], [4.83, 0.20, 4.02], [5.94, 1.33, 2.12], [4.58, 2.17, 0.23], [4.26, 1.37, -2.81], [2.84, 0.45, -3.33], [2.38, -0.67, -2.04], [3.21, -0.49, -4.77], [1.73, 1.58, -3.71], [1.89, 2.06, -4.79], [0.88, 1.84, -2.84]],
  "s2": 2.0768,
  "spin_multiplicity": 3,
  "gap_ev": [7.49, 5.34],
  "energy_ev": -71228.442,
  "homo_energy_ev": [-8.71, -8.98]
}



3.
{
  "formula": "C30H32ClCoN3SSi2",
  "method": "wB97M-V/def2-TZVPD",
  "species": ["C", "C", "C", "H", "C", "C", "H", "H", "H", "H", "Co", "Si", "C", "C", "H", "C", "H", "C", "H", "C", "H", "C", "H", "C", "C", "H", "C", "H", "C", "H", "C", "H", "C", "H", "H", "Si", "C", "C", "H", "C", "H", "C", "H", "C", "H", "C", "H", "C", "C", "H", "C", "H", "C", "H", "C", "H", "C", "H", "H", "Cl", "N", "N", "C", "N", "S", "H", "H", "H", "H", "H"],
  "xyz": [[-0.71, -2.82, 4.63], [-0.22, -3.33, 3.38], [0.71, -2.39, 2.86], [-0.49, -4.27, 2.93], [0.80, -1.29, 3.78], [-0.07, -1.56, 4.88], [-0.20, -0.96, 5.77], [-1.42, -3.31, 5.28], [1.29, -2.55, 1.97], [1.46, -0.44, 3.71], [-1.04, -1.50, 3.17], [2.02, -0.03, -0.81], [1.18, -0.03, -2.53], [0.74, 1.14, -3.15], [0.81, 2.11, -2.63], [0.26, 1.10, -4.46], [-0.13, 2.02, -4.92], [0.27, -0.10, -5.16], [-0.13, -0.15, -6.18], [0.78, -1.26, -4.57], [0.83, -2.20, -5.13], [1.22, -1.22, -3.24], [1.63, -2.12, -2.78], [3.09, 1.50, -1.13], [4.25, 1.18, -1.84], [4.47, 0.13, -2.07], [5.10, 2.20, -2.29], [5.98, 1.93, -2.87], [4.83, 3.55, -1.99], [5.52, 4.34, -2.31], [3.67, 3.86, -1.27], [3.44, 4.89, -1.01], [2.78, 2.84, -0.88], [1.86, 3.13, -0.35], [2.80, -1.29, -0.85], [-1.91, 1.50, -0.76], [-0.35, 1.29, 0.32], [0.46, 0.08, 0.33], [-0.02, -0.89, 0.20], [1.71, 0.04, 1.09], [2.15, -0.92, 1.40], [2.09, 1.19, 1.84], [3.03, 1.13, 2.39], [1.25, 2.28, 1.90], [1.54, 3.13, 2.51], [0.04, 2.31, 1.18], [-0.59, 3.20, 1.30], [-2.13, -0.21, -1.49], [-2.06, -1.34, -0.66], [-2.00, -1.22, 0.43], [-2.06, -2.63, -1.19], [-1.95, -3.49, -0.51], [-2.24, -2.81, -2.56], [-2.27, -3.81, -2.98], [-2.41, -1.69, -3.39], [-2.55, -1.83, -4.46], [-2.38, -0.41, -2.85], [-2.54, 0.47, -3.48], [-2.16, 2.60, -1.63], [-3.44, 1.68, 0.67], [-1.97, 0.29, 3.49], [-3.39, 0.14, 3.72], [-3.98, -0.89, 3.07], [-5.32, -0.94, 3.00], [-3.00, -2.15, 2.48], [-1.78, 0.97, 2.73], [-1.59, 0.71, 4.35], [-3.93, 1.01, 3.83], [-5.75, -1.68, 2.47], [-5.91, -0.18, 3.33]],
  "s2": 6.0261,
  "spin_multiplicity": 5,
  "gap_ev": [6.00, 6.99],
  "energy_ev": -112831.382,
  "total_charge": 1,
  "homo_energy_ev": [-8.74, -10.63]
}



4.
{
  "formula": "C31H63O9S",
  "method": "wB97M-V/def2-TZVPD",
  "species": ["C", "C", "O", "C", "O", "C", "C", "C", "C", "C", "C", "C", "C", "C", "C", "C", "C", "C", "S", "O", "O", "H", "H", "H", "H", "H", "H", "H", "H", "H", "H", "H", "H", "H", "H", "H", "H", "H", "H", "H", "H", "H", "H", "H", "C", "C", "C", "O", "H", "H", "H", "H", "H", "H", "H", "H", "C", "C", "C", "O", "H", "H", "H", "H", "H", "H", "H", "H", "C", "C", "C", "O", "H", "H", "H", "H", "H", "H", "H", "H", "C", "C", "C", "O", "H", "H", "H", "H", "H", "H", "H", "H", "C", "C", "C", "O", "H", "H", "H", "H", "H", "H", "H", "H"],
  "xyz": [[4.97, -2.14, 3.89], [4.81, -3.33, 2.92], [3.42, -3.53, 2.57], [3.29, -3.32, 1.19], [3.16, -4.25, 0.44], [3.34, -1.88, 0.69], [2.09, -1.49, -0.15], [1.80, 0.01, 0.09], [1.00, 0.70, -1.02], [1.55, 0.38, -2.44], [3.08, 0.34, -2.63], [3.59, -0.51, -3.61], [4.94, -0.62, -3.87], [5.84, 0.13, -3.12], [5.38, 0.99, -2.15], [6.31, 1.83, -1.29], [4.00, 1.09, -1.93], [1.17, 2.22, -0.85], [-0.45, 2.98, -0.49], [-0.40, 4.44, -0.46], [-0.88, 2.54, 0.84], [5.60, -1.35, 3.48], [5.36, -2.47, 4.86], [3.97, -1.71, 4.07], [5.39, -3.16, 2.00], [5.19, -4.25, 3.38], [4.25, -1.78, 0.07], [3.49, -1.18, 1.52], [2.31, -1.74, -1.19], [1.24, -2.06, 0.23], [1.17, 0.06, 1.00], [2.73, 0.55, 0.38], [1.11, 1.05, -3.20], [1.19, -0.63, -2.70], [2.91, -1.12, -4.22], [5.33, -1.28, -4.64], [6.92, 0.06, -3.27], [7.30, 1.94, -1.75], [6.46, 1.26, -0.36], [5.85, 2.78, -1.00], [3.67, 1.77, -1.14], [1.49, 2.66, -1.81], [1.83, 2.50, -0.01], [-1.41, 2.56, -1.38], [-3.90, -1.71, -1.29], [-2.71, -1.26, -2.13], [-2.47, -2.20, -3.30], [-1.55, -1.19, -1.32], [-3.71, -2.71, -0.87], [-4.05, -1.03, -0.45], [-4.81, -1.75, -1.88], [-2.89, -0.25, -2.50], [-2.25, -3.21, -2.94], [-1.62, -1.87, -3.89], [-3.35, -2.25, -3.95], [-1.37, -2.08, -0.98], [-0.21, 2.64, 4.97], [-1.20, 3.78, 5.16], [-2.62, 3.25, 5.34], [-1.15, 4.65, 4.04], [-0.45, 2.06, 4.07], [0.80, 3.03, 4.83], [-0.22, 1.96, 5.82], [-0.92, 4.37, 6.04], [-2.94, 2.69, 4.45], [-3.32, 4.07, 5.47], [-2.69, 2.59, 6.21], [-1.40, 4.14, 3.26], [3.64, -4.60, 8.98], [3.83, -4.48, 7.48], [3.77, -5.85, 6.81], [5.08, -3.86, 7.20], [4.43, -5.21, 9.43], [3.69, -3.62, 9.45], [2.68, -5.06, 9.23], [3.05, -3.84, 7.06], [4.57, -6.49, 7.18], [3.91, -5.74, 5.73], [2.81, -6.34, 6.98], [5.78, -4.42, 7.56], [-4.84, 3.62, -1.47], [-4.39, 2.88, -2.71], [-4.83, 3.59, -3.98], [-4.93, 1.55, -2.70], [-5.94, 3.69, -1.43], [-4.53, 3.09, -0.57], [-4.43, 4.63, -1.44], [-3.30, 2.78, -2.70], [-5.92, 3.66, -4.03], [-4.50, 3.04, -4.86], [-4.42, 4.60, -4.03], [-5.89, 1.62, -2.71], [-5.88, 0.36, -6.83], [-7.36, 0.61, -6.57], [-7.68, 2.10, -6.57], [-7.73, 0.04, -5.32], [-5.27, 0.82, -6.04], [-5.66, -0.71, -6.82], [-5.57, 0.77, -7.79], [-7.95, 0.11, -7.34], [-7.13, 2.61, -5.78], [-8.74, 2.26, -6.38], [-7.42, 2.56, -7.53], [-7.21, 0.47, -4.63]],
  "gap_ev": 4.58,
  "energy_ev": -62429.190,
  "total_charge": -1,
  "homo_energy_ev": -2.36
}



5.
{
  "formula": "C4H12O5",
  "method": "wB97M-V/def2-TZVPD",
  "species": ["C", "C", "C", "O", "O", "O", "H", "H", "H", "H", "H", "H", "H", "H", "C", "O", "O", "H", "H", "H", "H"],
  "xyz": [[0.48, 0.59, 0.91], [-0.05, -0.62, 1.65], [1.53, 1.36, 1.69], [1.18, -0.05, -0.33], [1.59, 0.96, -1.23], [-0.49, 1.45, 0.47], [0.82, 1.55, -1.24], [-1.25, 0.94, 0.02], [1.07, 1.84, 2.55], [0.75, -1.34, 1.81], [-0.84, -1.10, 1.07], [-0.45, -0.31, 2.61], [1.96, 2.14, 1.06], [2.32, 0.69, 2.02], [-0.79, -1.76, -2.01], [-0.85, -0.51, -1.37], [-2.28, 0.03, -1.13], [-2.50, 0.47, -1.96], [-0.47, -1.64, -3.05], [-0.02, -2.34, -1.51], [-1.72, -2.34, -2.04]],
  "gap_ev": 9.27,
  "energy_ev": -14573.770,
  "smiles": "CC(C)(O)OO.COO",
  "homo_energy_ev": -8.96
}



6.
{
  "formula": "C3H8N2O",
  "method": "wB97M-V/def2-TZVPD",
  "species": ["C", "C", "C", "N", "N", "O", "H", "H", "H", "H", "H", "H", "H", "H"],
  "xyz": [[-0.66, -0.97, 0.07], [-0.44, 0.77, 0.38], [0.71, -1.30, -0.24], [2.80, -0.31, 0.69], [-0.19, 1.58, -0.72], [3.01, 0.40, -0.31], [-1.09, -1.27, 1.00], [-1.32, -0.89, -0.72], [-1.35, 1.00, 0.73], [0.28, 0.96, 1.07], [1.03, -1.11, -1.21], [3.12, -1.29, 0.57], [0.73, 1.66, -1.06], [-0.77, 1.53, -1.50]],
  "gap_ev": 8.01,
  "energy_ev": -8260.759,
  "homo_energy_ev": -8.31
}



7.
{
  "formula": "C4H8NO",
  "method": "wB97M-V/def2-TZVPD",
  "species": ["C", "C", "C", "N", "H", "H", "H", "H", "H", "C", "O", "H", "H", "H"],
  "xyz": [[1.08, 0.35, 0.53], [0.79, 0.37, -0.80], [2.32, -1.43, 1.09], [2.15, -0.16, 1.21], [0.27, 0.81, 1.11], [1.61, 0.53, -1.50], [-0.34, 0.75, -1.04], [3.09, -1.89, 1.70], [1.80, -2.05, 0.35], [-2.56, 0.54, -0.52], [-1.54, 1.27, -1.07], [-2.38, 0.29, 0.54], [-3.53, 1.06, -0.56], [-2.75, -0.42, -1.03]],
  "s2": 0.7586,
  "spin_multiplicity": 2,
  "gap_ev": [9.86, 7.17],
  "energy_ev": -7809.958,
  "homo_energy_ev": [-9.13, -9.04]
}



8.
{
  "formula": "C4H10NO3",
  "method": "wB97M-V/def2-TZVPD",
  "species": ["C", "N", "C", "C", "C", "O", "O", "H", "H", "H", "H", "H", "H", "H", "H", "H", "H", "O"],
  "xyz": [[-1.36, -0.98, -0.65], [-0.99, -0.75, 0.62], [1.33, -0.01, 0.64], [-0.09, 0.22, 1.10], [-0.44, 1.72, 0.83], [-1.34, 2.22, 1.89], [-0.97, -0.47, -1.70], [-2.00, -1.94, -0.58], [-2.17, 2.09, 1.48], [1.94, 0.95, 0.58], [1.12, -0.33, -0.38], [1.84, -0.83, 1.21], [-0.36, 0.30, 2.26], [-1.10, 1.81, -0.09], [0.47, 2.43, 0.71], [0.86, -2.70, -2.90], [1.51, -1.52, -2.16], [1.74, -2.22, -2.87]],
  "gap_ev": 7.67,
  "energy_ev": -11942.292,
  "total_charge": -1,
  "homo_energy_ev": -3.69
}



Maximum force
In order: 4.35 2.09 5.90 3.98 2.89 3.91 3.25 3.68
Unit: eV Å⁻¹